# 1
Entry from OMol25: 9 unconnected molecules or ions with the total composition C45H91F2N9O11S2 in a non-equilibrium geometry (the ωB97M-V functional and the def2-TZVPD basis).

The strongest force on any atom is 0.1578 Eh/bohr. The value obtained for the total energy is -111133.2837 eV. The value obtained for the highest occupied orbital energy is -9.24 eV. For the LUMO energy, the calculation gives -6.9 eV.

Structure (ORCA input):
```
! RIJCOSX wB97M-V def2-TZVPD def2/J DEFGRID3
* xyz 4 1
C 1.700 1.696 0.191
C 2.666 0.816 -0.084
C 2.525 -0.305 -1.157
O 3.416 -1.220 -1.367
C 1.507 -0.332 -1.986
C 0.338 0.513 -1.737
C 0.483 1.639 -0.572
O -0.522 2.372 -0.385
O -0.612 0.522 -2.523
O 3.771 1.027 0.595
H 1.730 2.450 0.964
H 1.405 -1.063 -2.774
C 10.315 3.720 0.166
C 9.998 5.070 -0.543
N 8.656 5.528 -0.362
C 8.040 5.662 0.871
C 6.725 5.759 0.602
N 6.489 5.832 -0.752
C 7.679 5.698 -1.340
C 5.183 6.077 -1.421
H 11.361 3.464 -0.004
H 9.699 2.857 -0.086
H 10.018 3.841 1.208
H 10.134 4.840 -1.600
H 10.635 5.925 -0.316
H 8.651 5.642 1.761
H 5.933 5.847 1.330
H 7.836 5.454 -2.380
H 5.090 7.079 -1.841
H 4.379 5.985 -0.691
H 5.056 5.376 -2.247
C -1.435 -0.472 5.520
C -2.161 -1.446 6.425
O -3.380 -1.639 6.348
N -1.294 -2.147 7.500
H -0.804 -2.864 6.985
H -0.538 -1.498 7.669
C -2.170 -2.663 8.657
H -2.100 -0.054 4.765
H -0.740 -1.107 4.969
H -0.917 0.299 6.091
H -1.551 -3.240 9.344
H -2.931 -3.310 8.220
H -2.492 -1.758 9.173
C -2.628 4.626 -5.828
C -2.854 3.664 -7.026
O -2.284 3.816 -8.051
N -3.734 2.429 -6.749
H -3.674 1.693 -7.438
H -3.527 1.980 -5.869
C -5.185 2.870 -6.859
H -3.102 4.285 -4.907
H -2.866 5.682 -5.956
H -1.602 4.455 -5.504
H -5.292 3.176 -7.899
H -5.456 3.606 -6.102
H -5.845 2.007 -6.771
C 8.231 -0.982 -5.285
C 7.645 0.381 -5.765
O 7.967 1.403 -5.122
N 6.735 0.332 -6.959
H 7.024 1.101 -7.547
H 6.876 -0.495 -7.520
C 5.225 0.509 -6.602
H 7.563 -1.833 -5.413
H 8.612 -0.924 -4.265
H 9.104 -1.174 -5.909
H 5.003 -0.445 -6.124
H 4.902 0.768 -7.611
H 5.138 1.292 -5.849
C -8.297 -7.125 -0.632
C -7.185 -6.092 -0.688
C -7.541 -4.898 -1.524
N -6.418 -3.775 -1.494
C -5.095 -4.387 -1.983
C -6.315 -3.179 -0.055
C -6.305 -1.657 -0.279
C -7.279 -1.405 -1.399
C -6.908 -2.548 -2.383
H -7.915 -8.058 -0.217
H -8.655 -7.509 -1.587
H -9.199 -6.866 -0.079
H -6.324 -6.576 -1.149
H -6.919 -5.687 0.288
H -8.328 -4.206 -1.226
H -7.708 -5.093 -2.583
H -5.386 -4.946 -2.872
H -4.660 -5.133 -1.318
H -4.378 -3.618 -2.271
H -5.447 -3.684 0.370
H -7.159 -3.413 0.595
H -5.278 -1.384 -0.522
H -6.549 -1.149 0.654
H -7.154 -0.357 -1.671
H -8.318 -1.469 -1.076
H -6.083 -2.279 -3.043
H -7.730 -2.891 -3.012
C -7.265 10.529 5.446
C -6.590 9.480 6.321
C -5.134 9.166 5.846
N -4.419 7.968 6.556
C -4.560 8.104 8.068
C -2.933 7.717 6.051
C -3.053 6.983 4.738
C -4.528 6.441 4.658
C -5.142 6.673 6.100
H -6.768 11.492 5.555
H -8.274 10.619 5.850
H -7.483 10.091 4.472
H -7.178 8.565 6.381
H -6.469 9.974 7.286
H -4.409 9.963 6.007
H -5.066 8.972 4.775
H -5.629 7.960 8.220
H -4.388 9.154 8.304
H -3.960 7.383 8.624
H -2.319 7.124 6.729
H -2.449 8.689 5.953
H -2.354 6.178 4.513
H -2.946 7.560 3.819
H -4.492 5.374 4.437
H -5.037 6.928 3.826
H -4.845 5.858 6.761
H -6.230 6.710 6.159
C 6.569 -10.520 -2.111
C 5.432 -9.706 -2.714
C 5.292 -9.964 -4.148
N 3.939 -9.347 -4.742
C 3.831 -7.816 -4.496
C 2.679 -10.117 -4.237
C 1.606 -9.841 -5.262
C 2.294 -9.550 -6.548
C 3.816 -9.569 -6.254
H 6.165 -11.533 -2.093
H 6.899 -10.203 -1.122
H 7.474 -10.502 -2.718
H 5.496 -8.621 -2.629
H 4.516 -9.957 -2.179
H 5.304 -10.983 -4.534
H 5.998 -9.422 -4.778
H 3.474 -7.807 -3.466
H 3.042 -7.422 -5.136
H 4.776 -7.281 -4.587
H 2.399 -9.774 -3.241
H 2.995 -11.159 -4.191
H 1.089 -8.896 -5.094
H 0.866 -10.642 -5.253
H 1.800 -8.727 -7.065
H 2.153 -10.415 -7.196
H 4.467 -8.804 -6.677
H 4.227 -10.573 -6.367
N 2.019 0.846 8.862
S 3.012 1.695 8.084
O 4.336 1.759 8.694
O 2.498 2.784 7.264
F 3.295 0.585 6.935
S 1.438 2.154 9.762
O 0.304 2.855 9.186
O 2.409 2.946 10.588
F 0.800 1.166 10.905
*
```

# 2
Entry from OMol25: 10 unconnected molecules or ions with the total composition C45H93Cl3F2N10O4S2 in a non-equilibrium geometry (the ωB97M-V functional and the def2-TZVPD basis).

The strongest force on any atom is 0.2329 Eh/bohr. The value obtained for the total energy is -135911.3296 eV. The value obtained for the highest occupied orbital energy is -7.31 eV. For the LUMO energy, the calculation gives -4.3 eV.

Structure (ORCA input):
```
! RIJCOSX wB97M-V def2-TZVPD def2/J DEFGRID3
* xyz 2 1
C -1.949 -6.628 -5.429
C -1.467 -6.796 -4.000
C -2.212 -7.669 -3.040
C -3.604 -7.086 -2.695
N -4.485 -7.823 -1.583
C -3.677 -7.868 -0.269
C -4.726 -7.638 0.814
C -5.911 -7.021 0.267
C -5.724 -6.972 -1.260
C -4.905 -9.230 -2.083
H -1.334 -5.899 -5.958
H -2.961 -6.241 -5.308
H -1.988 -7.572 -5.972
H -1.415 -5.828 -3.502
H -0.512 -7.299 -4.151
H -1.646 -7.846 -2.126
H -2.298 -8.714 -3.339
H -4.157 -6.971 -3.627
H -3.467 -6.048 -2.391
H -3.136 -8.812 -0.320
H -2.903 -7.105 -0.355
H -5.024 -8.550 1.332
H -4.369 -6.881 1.513
H -6.794 -7.643 0.416
H -5.956 -6.049 0.758
H -6.604 -7.201 -1.861
H -5.603 -5.916 -1.500
H -5.622 -9.712 -1.419
H -4.040 -9.890 -2.140
H -5.248 -9.132 -3.113
C 5.500 8.532 5.036
C 4.956 7.489 4.135
C 6.020 6.826 3.205
C 5.339 5.715 2.378
N 6.321 4.963 1.494
C 6.875 5.960 0.456
C 7.234 5.075 -0.777
C 6.088 4.092 -0.856
C 5.618 3.961 0.603
C 7.422 4.246 2.359
H 4.643 9.073 5.438
H 5.999 9.218 4.352
H 6.246 8.179 5.748
H 4.168 7.885 3.494
H 4.538 6.693 4.751
H 6.722 6.331 3.875
H 6.521 7.642 2.683
H 4.508 6.052 1.758
H 4.898 5.078 3.145
H 7.819 6.435 0.725
H 6.174 6.790 0.371
H 8.228 4.629 -0.742
H 7.391 5.721 -1.641
H 6.235 3.081 -1.234
H 5.233 4.569 -1.335
H 5.870 2.957 0.943
H 4.536 4.013 0.727
H 7.099 3.627 3.195
H 8.128 4.978 2.754
H 7.947 3.558 1.696
C 2.978 3.903 -7.607
C 3.474 4.523 -6.374
C 2.708 5.798 -5.988
C 2.487 6.940 -7.002
N 2.189 8.308 -6.481
C 0.905 8.459 -5.616
C -0.203 9.123 -6.381
C 0.670 10.119 -7.221
C 1.979 9.367 -7.596
C 3.309 8.960 -5.572
H 2.892 4.550 -8.480
H 1.931 3.642 -7.451
H 3.600 3.047 -7.870
H 4.514 4.838 -6.454
H 3.421 3.695 -5.666
H 3.214 6.177 -5.099
H 1.789 5.373 -5.586
H 1.663 6.738 -7.687
H 3.261 7.080 -7.756
H 1.073 8.901 -4.634
H 0.658 7.446 -5.299
H -1.022 9.516 -5.778
H -0.570 8.370 -7.078
H 0.838 11.093 -6.762
H 0.080 10.273 -8.125
H 2.856 9.938 -7.901
H 1.750 8.804 -8.501
H 3.370 8.445 -4.613
H 3.067 10.008 -5.399
H 4.260 9.089 -6.087
C -3.719 2.891 7.256
C -3.810 4.080 6.354
N -3.059 3.925 5.076
C -1.753 4.261 4.866
C -1.464 3.948 3.496
N -2.603 3.436 2.874
C -3.567 3.375 3.855
C -2.815 3.034 1.531
H -3.881 1.930 6.767
H -4.504 2.883 8.012
H -2.806 3.056 7.827
H -3.465 5.034 6.753
H -4.856 4.358 6.221
H -1.215 4.587 5.744
H -0.469 4.002 3.078
H -4.605 3.161 3.649
H -3.302 2.061 1.484
H -1.815 2.715 1.237
H -3.182 3.808 0.857
C -1.809 -2.345 2.160
C -0.285 -2.532 2.028
N 0.118 -2.029 0.742
C -0.024 -2.856 -0.411
C 0.323 -2.136 -1.497
N 0.744 -0.883 -1.088
C 0.685 -0.845 0.269
C 1.312 0.208 -1.825
H -2.322 -2.739 1.284
H -2.116 -1.302 2.236
H -2.228 -2.823 3.045
H -0.125 -3.611 2.024
H 0.412 -2.083 2.734
H -0.447 -3.843 -0.294
H 0.383 -2.356 -2.552
H 0.906 0.001 0.903
H 0.948 1.174 -1.476
H 1.000 0.108 -2.864
H 2.393 0.089 -1.744
C -2.504 -8.605 6.519
C -3.377 -9.010 7.691
N -2.805 -10.073 8.498
C -3.389 -11.292 8.830
C -2.652 -11.898 9.819
N -1.514 -11.059 9.953
C -1.684 -9.930 9.239
C -0.394 -11.360 10.836
H -1.463 -8.430 6.789
H -2.844 -7.657 6.101
H -2.531 -9.405 5.779
H -4.415 -9.228 7.441
H -3.480 -8.125 8.319
H -4.352 -11.551 8.416
H -2.703 -12.788 10.429
H -1.071 -9.042 9.280
H 0.162 -12.207 10.434
H -0.723 -11.799 11.777
H 0.212 -10.464 10.979
Cl 0.919 5.862 -1.177
Cl 3.782 -2.117 -5.436
Cl 1.167 -7.755 1.512
N -4.679 -0.210 -6.189
S -5.475 -1.419 -6.261
O -6.342 -1.822 -5.129
O -4.914 -2.557 -7.015
F -6.431 -0.645 -7.345
S -3.659 -0.829 -4.991
O -2.732 -1.851 -5.439
O -4.036 -0.786 -3.577
F -2.729 0.458 -5.027
*
```

# 3
Entry from OMol25: 7 unconnected molecules or ions with the total composition C45H94F3N8O3S in a non-equilibrium geometry (the ωB97M-V functional and the def2-TZVPD basis).

The strongest force on any atom is 0.0768 Eh/bohr. The value obtained for the total energy is -85192.7206 eV. The value obtained for the highest occupied orbital energy is -14.70 eV. For the LUMO energy, the calculation gives -6.9 eV.

Structure (ORCA input):
```
! RIJCOSX wB97M-V def2-TZVPD def2/J DEFGRID3
* xyz 5 1
C -1.844 -0.905 -0.327
F -2.325 -2.144 -0.715
F -1.951 -0.022 -1.323
F -2.844 -0.671 0.535
S -0.088 -1.135 0.421
O 0.197 0.147 1.076
O -0.211 -2.258 1.348
O 0.755 -1.427 -0.761
C -6.915 -6.035 3.893
C -5.839 -6.334 4.905
N -5.907 -5.532 6.174
C -4.830 -4.732 6.544
C -5.106 -4.405 7.822
N -6.406 -4.728 8.201
C -6.857 -5.552 7.193
C -7.119 -4.324 9.408
H -6.794 -5.127 3.301
H -7.857 -6.030 4.441
H -6.897 -6.869 3.191
H -4.836 -6.436 4.489
H -5.980 -7.403 5.066
H -3.946 -4.532 5.956
H -4.636 -3.636 8.418
H -7.821 -6.010 7.027
H -7.839 -3.518 9.272
H -6.383 -4.108 10.183
H -7.673 -5.136 9.879
C 6.091 -5.656 -0.848
C 4.834 -6.195 -0.136
N 4.214 -7.305 -0.946
C 4.778 -8.545 -1.267
C 3.812 -9.313 -1.951
N 2.774 -8.494 -2.202
C 2.950 -7.297 -1.507
C 1.516 -8.905 -2.824
H 6.687 -6.335 -1.458
H 6.764 -5.136 -0.167
H 5.639 -4.853 -1.431
H 4.100 -5.442 0.152
H 5.224 -6.779 0.697
H 5.672 -8.737 -0.692
H 3.705 -10.364 -2.173
H 2.205 -6.516 -1.467
H 1.399 -9.988 -2.785
H 1.430 -8.500 -3.832
H 0.600 -8.542 -2.358
C -8.703 2.222 1.092
C -9.265 2.713 -0.195
C -10.592 1.930 -0.488
N -10.421 0.733 -1.571
C -11.686 -0.067 -1.742
C -9.330 -0.381 -1.258
C -8.601 -0.762 -2.586
C -9.323 -0.014 -3.726
C -10.050 1.215 -2.979
H -9.403 1.887 1.858
H -8.301 3.128 1.545
H -7.919 1.493 0.890
H -8.487 2.525 -0.935
H -9.398 3.795 -0.189
H -11.224 2.609 -1.061
H -11.165 1.545 0.355
H -12.461 0.688 -1.871
H -11.889 -0.802 -0.962
H -11.646 -0.636 -2.671
H -9.741 -1.245 -0.736
H -8.558 0.018 -0.600
H -8.553 -1.814 -2.870
H -7.578 -0.386 -2.588
H -10.035 -0.613 -4.293
H -8.737 0.405 -4.544
H -10.966 1.403 -3.538
H -9.365 2.062 -2.938
C 6.372 5.765 10.388
C 7.571 4.822 10.085
C 7.035 3.334 9.738
N 6.451 3.013 8.328
C 7.466 3.545 7.208
C 5.968 1.594 8.105
C 5.128 1.605 6.797
C 4.348 2.884 7.018
C 5.052 3.756 8.095
H 5.714 5.939 9.537
H 6.770 6.777 10.457
H 6.146 5.516 11.425
H 8.213 4.821 10.966
H 8.228 5.225 9.314
H 6.380 3.070 10.568
H 7.853 2.642 9.936
H 8.460 3.116 7.328
H 7.489 4.623 7.367
H 7.122 3.438 6.179
H 6.844 0.954 7.999
H 5.382 1.341 8.988
H 5.728 1.452 5.900
H 4.529 0.703 6.673
H 4.082 3.407 6.100
H 3.402 2.627 7.495
H 5.205 4.784 7.764
H 4.660 3.598 9.099
C -2.221 2.542 -11.074
C -1.197 2.113 -10.018
C -1.125 0.678 -9.824
N 0.015 -0.034 -8.961
C 0.428 0.903 -7.781
C 1.227 -0.444 -9.798
C 1.560 -1.805 -9.192
C 0.339 -2.513 -8.722
C -0.535 -1.326 -8.207
H -1.857 2.245 -12.057
H -2.646 3.543 -10.999
H -3.113 1.988 -10.784
H -1.495 2.703 -9.152
H -0.166 2.292 -10.320
H -1.233 0.146 -10.770
H -2.067 0.439 -9.330
H 0.864 1.763 -8.289
H 1.036 0.267 -7.138
H -0.515 1.189 -7.315
H 2.036 0.251 -9.573
H 0.997 -0.405 -10.863
H 2.171 -1.604 -8.312
H 2.249 -2.288 -9.885
H 0.589 -3.181 -7.898
H -0.107 -3.033 -9.569
H -0.539 -1.247 -7.120
H -1.552 -1.395 -8.592
C 9.103 3.340 -0.963
C 7.534 3.487 -0.926
C 6.981 4.708 -1.666
N 5.503 4.870 -1.661
C 4.725 3.772 -2.456
C 4.952 4.990 -0.228
C 3.766 6.040 -0.286
C 3.634 6.490 -1.717
C 5.133 6.278 -2.266
H 9.359 3.407 -2.021
H 9.440 2.392 -0.544
H 9.516 4.276 -0.586
H 7.118 3.365 0.074
H 7.112 2.654 -1.488
H 7.057 4.783 -2.750
H 7.385 5.659 -1.319
H 5.107 2.760 -2.320
H 4.884 4.120 -3.476
H 3.712 3.853 -2.062
H 4.546 4.048 0.141
H 5.733 5.308 0.462
H 2.795 5.652 0.023
H 3.923 6.935 0.316
H 2.970 5.902 -2.350
H 3.232 7.480 -1.935
H 5.233 6.387 -3.346
H 5.763 7.024 -1.781
*
```